1.
A molecular structure, C46H108N2O16, computed with wB97M-V/def2-TZVPD.

The value obtained for the HOMO-LUMO gap is 7.86 eV. The highest occupied orbital energy is -7.39 eV.

The geometry in ORCA input format:
```
! RIJCOSX wB97M-V def2-TZVPD def2/J DEFGRID3
* xyz 0 1
C 0.069 3.619 -0.255
O 0.333 3.227 -1.565
C -0.715 3.339 -2.474
C -0.404 2.686 -3.828
O -0.442 1.226 -3.926
C -1.728 0.664 -3.888
H -0.766 3.043 0.145
H -0.176 4.675 -0.141
H 0.975 3.265 0.238
H -0.885 4.403 -2.641
H -1.596 2.860 -2.048
H 0.596 2.869 -4.221
H -1.116 3.044 -4.572
H -1.688 -0.363 -4.252
H -2.447 1.192 -4.515
H -2.053 0.695 -2.848
C 2.313 -0.458 -0.108
O 3.403 -1.374 -0.130
C 3.371 -2.307 -1.214
C 4.595 -3.128 -1.224
O 4.520 -4.144 -0.185
C 5.040 -3.676 1.011
H 1.368 -0.994 -0.016
H 2.238 0.145 -1.013
H 2.463 0.214 0.737
H 3.349 -1.632 -2.070
H 2.447 -2.886 -1.217
H 5.540 -2.586 -1.206
H 4.556 -3.597 -2.207
H 4.348 -3.053 1.578
H 6.015 -3.215 0.853
H 5.298 -4.558 1.598
C -2.248 -2.327 -1.386
O -1.567 -1.290 -0.757
C -0.373 -0.895 -1.406
C 0.274 0.300 -0.676
O 0.370 0.203 0.744
C 0.586 1.365 1.437
H -2.507 -1.918 -2.363
H -3.089 -2.511 -0.716
H -1.541 -3.156 -1.402
H -0.442 -0.754 -2.484
H 0.283 -1.759 -1.305
H -0.337 1.165 -0.934
H 1.174 0.586 -1.221
H -0.307 1.962 1.250
H 1.493 1.866 1.099
H 0.593 1.045 2.479
C 2.250 -6.791 2.367
O 1.479 -5.690 2.047
C 2.259 -4.620 1.442
C 1.465 -3.364 0.973
O 0.817 -2.796 2.101
C 0.088 -1.566 1.866
H 2.819 -7.100 1.491
H 1.690 -7.583 2.865
H 3.047 -6.602 3.086
H 2.863 -5.013 0.624
H 2.916 -4.239 2.225
H 0.686 -3.733 0.305
H 2.139 -2.627 0.538
H -0.852 -1.672 1.325
H 0.803 -0.872 1.424
H -0.229 -1.143 2.819
C -0.395 3.015 7.734
O -1.068 1.725 7.743
C -0.245 0.537 7.589
C 0.031 0.093 6.134
O 0.817 1.013 5.400
C 0.849 0.748 3.965
H 0.210 3.169 8.628
H -1.111 3.833 7.811
H 0.165 3.205 6.819
H -0.698 -0.339 8.054
H 0.759 0.569 8.011
H -0.924 -0.030 5.624
H 0.462 -0.907 6.103
H -0.051 0.998 3.403
H 1.175 -0.290 3.892
H 1.674 1.300 3.515
C -1.532 3.179 5.702
O -1.221 3.232 4.327
C -2.100 2.423 3.501
C -1.865 2.733 1.992
O -2.533 3.914 1.658
C -2.445 4.350 0.288
H -2.289 3.946 5.860
H -0.677 3.503 6.296
H -1.828 2.214 6.113
H -3.157 2.466 3.765
H -1.925 1.354 3.623
H -2.197 1.955 1.305
H -0.792 2.822 1.816
H -2.964 3.659 -0.377
H -1.392 4.501 0.053
H -2.922 5.328 0.223
C -2.780 -2.337 -4.277
O -1.433 -2.189 -3.890
C -0.606 -2.974 -4.738
C -0.734 -4.537 -4.735
O -1.724 -4.935 -5.703
C -1.750 -6.298 -5.928
H -3.075 -3.386 -4.298
H -2.917 -1.886 -5.260
H -3.298 -1.788 -3.491
H 0.440 -2.747 -4.529
H -0.546 -2.591 -5.756
H -1.093 -4.775 -3.733
H 0.229 -4.995 -4.960
H -1.479 -6.849 -5.028
H -0.945 -6.423 -6.653
H -2.634 -6.780 -6.346
C 1.918 1.821 -4.046
C 3.109 1.728 -3.091
C 4.252 2.570 -3.742
C 5.446 3.022 -2.831
C 4.812 3.745 -1.616
C 3.804 2.925 -0.879
N 2.775 2.425 -1.857
O 1.738 1.913 -1.179
C 4.555 1.862 -0.099
C 3.106 3.926 0.050
C 3.526 0.205 -2.875
H 1.086 1.229 -3.662
H 1.982 1.389 -5.045
H 1.555 2.842 -4.162
H 4.720 1.874 -4.437
H 3.874 3.415 -4.318
H 6.268 3.534 -3.331
H 6.025 2.156 -2.509
H 4.501 4.771 -1.811
H 5.684 4.062 -1.044
H 3.905 1.064 0.261
H 5.214 1.275 -0.738
H 5.145 2.261 0.727
H 2.484 4.650 -0.476
H 2.410 3.503 0.775
H 3.823 4.486 0.649
H 2.564 -0.303 -2.943
H 3.932 -0.067 -1.901
H 4.251 -0.069 -3.642
H 1.025 2.380 -1.621
C -3.953 0.138 2.895
C -3.519 -0.710 1.736
C -4.608 -1.818 1.378
C -5.819 -1.207 0.634
C -5.199 -0.643 -0.654
C -4.131 0.496 -0.397
N -3.119 0.050 0.518
O -1.867 0.585 0.465
C -3.486 0.652 -1.839
C -4.865 1.796 -0.004
C -2.286 -1.517 2.335
H -4.158 -0.447 3.791
H -4.848 0.716 2.662
H -3.202 0.895 3.124
H -4.209 -2.624 0.762
H -4.900 -2.384 2.262
H -6.241 -0.455 1.300
H -6.613 -1.923 0.422
H -6.006 -0.307 -1.305
H -4.760 -1.497 -1.169
H -2.940 -0.217 -2.207
H -4.311 0.726 -2.547
H -2.947 1.591 -1.966
H -4.157 2.616 0.117
H -5.558 2.034 -0.811
H -5.439 1.667 0.914
H -2.470 -1.900 3.339
H -1.391 -0.935 2.555
H -1.988 -2.293 1.630
H -1.385 -0.069 -0.047
*
```

Mulliken atomic charge list, values in e, 2 entries: atom 1 (C): 2.04, atom 2 (O): -0.21

***

2.
C5H13NO in the gas phase, computed with wB97M-V/def2-TZVPD.

Its SMILES is CCC[C@H](N)CO. The value obtained for the HOMO-LUMO gap is 10.53 eV. The highest occupied orbital energy is -9.43 eV.

The geometry in ORCA input format:
```
! RIJCOSX wB97M-V def2-TZVPD def2/J DEFGRID3
* xyz 0 1
C -1.064 -1.217 -0.061
O -1.959 -1.975 -0.915
C -0.996 0.229 -0.442
C 0.226 0.934 0.057
C 1.480 0.052 -0.322
C 2.639 0.253 0.752
N -2.237 0.874 -0.048
H -1.608 -1.604 0.931
H -0.166 -1.760 -0.376
H -2.610 -1.377 -1.138
H -1.002 0.367 -1.619
H 0.367 1.818 -0.412
H 0.438 1.191 1.103
H 1.074 -0.992 -0.443
H 1.735 0.305 -1.282
H 3.611 0.194 0.329
H 2.509 -0.469 1.647
H 2.501 1.329 1.144
H -2.851 0.217 0.614
H -2.089 1.633 0.479
*
```

Mulliken atomic charge list, values in e, 2 entries: atom 1 (C): -0.42, atom 2 (O): -0.52

***

3.
A molecular structure, C27H52AsF6KN6PSi2, computed with wB97M-V/def2-TZVPD.

The value obtained for the HOMO-LUMO gap (spin up / spin down) is 5.60 / 6.23 eV. The expectation value of S² is 0.77. The highest occupied orbital energy (spin up / spin down) is -1.34 / -1.97 eV.

The geometry in ORCA input format:
```
! RIJCOSX wB97M-V def2-TZVPD def2/J DEFGRID3
* xyz -2 2
K 0.483 -1.163 1.332
C -3.283 -1.386 -1.970
Si -1.806 -0.340 -1.449
C -1.735 1.186 -2.556
C -0.253 -1.323 -1.817
N -1.789 0.049 0.207
C -2.562 0.839 0.912
C -3.727 1.503 0.386
C -4.486 2.368 1.124
C -4.146 2.646 2.469
C -3.056 2.052 3.040
C -2.203 1.131 2.332
N -1.125 0.590 2.840
Si -0.387 0.873 4.358
C -1.334 0.022 5.742
C -0.201 2.703 4.813
C 1.327 0.134 4.279
H -3.218 -1.681 -3.021
H -4.223 -0.848 -1.821
H -3.312 -2.292 -1.360
H -1.628 0.891 -3.605
H -0.863 1.788 -2.284
H -2.620 1.819 -2.465
H -0.147 -1.542 -2.882
H -0.258 -2.277 -1.281
H 0.628 -0.752 -1.504
H -3.995 1.300 -0.645
H -5.353 2.843 0.677
H -4.753 3.330 3.051
H -2.811 2.277 4.073
H -2.340 0.440 5.838
H -0.820 0.139 6.702
H -1.427 -1.045 5.528
H -0.979 3.028 5.511
H -0.275 3.324 3.915
H 0.770 2.896 5.276
H 1.280 -0.959 4.292
H 1.928 0.455 5.136
H 1.856 0.432 3.364
F -0.816 -3.635 1.014
As -0.468 -4.703 2.359
F 0.880 -5.358 1.478
F -1.509 -5.914 1.675
F -0.097 -5.751 3.697
F -1.805 -4.041 3.239
F 0.576 -3.464 3.014
N 2.723 0.248 0.757
P 3.071 1.568 0.128
N 3.444 1.507 -1.553
C 3.525 0.198 -2.182
C 3.054 0.294 -3.627
C 3.999 1.200 -4.440
C 4.726 2.193 -3.523
C 3.823 2.640 -2.379
N 4.452 2.488 0.637
C 4.376 2.935 2.031
C 5.734 3.479 2.499
C 6.503 4.058 1.317
C 6.828 2.928 0.327
C 5.732 1.851 0.370
N 1.939 2.831 0.301
C 2.153 4.216 -0.064
C 1.309 5.134 0.821
C -0.194 4.773 0.746
C -0.415 3.504 -0.073
C 0.535 2.393 0.354
H 2.925 -0.486 -1.587
H 4.553 -0.209 -2.166
H 2.042 0.709 -3.622
H 2.991 -0.701 -4.074
H 3.433 1.745 -5.202
H 4.736 0.593 -4.975
H 5.066 3.065 -4.090
H 5.618 1.725 -3.096
H 2.943 3.144 -2.813
H 4.338 3.384 -1.764
H 4.046 2.121 2.691
H 3.622 3.724 2.093
H 6.329 2.678 2.950
H 5.579 4.230 3.279
H 7.417 4.563 1.644
H 5.878 4.808 0.825
H 7.795 2.475 0.573
H 6.912 3.336 -0.684
H 5.967 1.090 1.128
H 5.673 1.323 -0.583
H 1.912 4.423 -1.120
H 3.212 4.445 0.067
H 1.476 6.174 0.523
H 1.666 5.034 1.850
H -0.769 5.597 0.314
H -0.593 4.616 1.752
H -0.273 3.721 -1.138
H -1.441 3.149 0.044
H 0.375 1.528 -0.293
H 0.279 2.059 1.362
*
```

Mulliken atomic charge list, values in e, 2 entries: atom 1 (K): 0.85, atom 2 (C): -1.15

***

4.
A molecular structure, C30H44F6N4O6S5, computed with wB97M-V/def2-TZVPD.

The value obtained for the HOMO-LUMO gap is 4.61 eV. The highest occupied orbital energy is -7.74 eV.

The geometry in ORCA input format:
```
! RIJCOSX wB97M-V def2-TZVPD def2/J DEFGRID3
* xyz 0 1
C -5.863 2.166 0.683
C -4.751 1.302 1.503
N -3.373 1.815 1.245
C -2.893 1.566 -0.141
C -3.073 0.070 -0.693
C -2.406 1.436 2.279
S -2.367 2.410 3.670
S -1.236 0.010 2.215
C 0.438 0.492 2.865
C 1.442 -0.767 2.591
C 1.334 -1.085 1.019
C 2.699 -1.617 0.357
C 3.996 -0.766 0.386
C 4.089 0.695 1.086
C 5.465 1.461 0.765
C 5.741 2.425 2.057
C 5.376 2.466 -0.499
N 5.156 -1.255 -0.247
N 5.084 -2.435 -0.844
C 6.383 -2.831 -1.535
O 6.214 -2.733 -2.987
O 7.014 -1.684 -3.380
C 4.052 -3.408 -0.977
C 4.127 -4.805 -1.747
C 3.191 -4.654 -3.051
C 2.411 -5.832 -3.691
C 1.474 -5.629 -4.935
C 1.257 -4.240 -5.614
C 2.046 -3.041 -4.970
C 1.788 -1.603 -5.647
C 2.987 -3.247 -3.727
C 2.660 -3.028 -0.319
C 1.389 -3.988 -0.359
C 1.021 -4.461 1.171
C 2.282 -4.470 2.160
S 1.732 -5.151 3.835
H -6.789 2.245 1.368
H -5.484 3.245 0.519
H -6.163 1.686 -0.307
H -4.885 0.174 1.385
H -4.975 1.530 2.616
H -3.515 2.246 -0.844
H -1.799 1.864 -0.328
H -4.142 -0.343 -0.618
H -2.347 -0.699 -0.261
H -2.846 0.113 -1.830
H 0.832 1.330 2.169
H 0.409 0.807 3.960
H 1.000 -1.629 3.228
H 2.498 -0.582 2.976
H 1.083 -0.101 0.479
H 0.444 -1.787 0.794
H 4.035 0.604 2.238
H 3.197 1.287 0.679
H 6.383 0.784 0.698
H 6.184 1.780 2.896
H 4.752 2.886 2.423
H 6.495 3.263 1.802
H 6.436 2.922 -0.603
H 4.688 3.358 -0.276
H 5.162 1.947 -1.493
H 7.242 -2.125 -1.267
H 6.634 -3.883 -1.177
H 6.560 -0.864 -3.054
H 5.178 -5.181 -1.971
H 3.623 -5.629 -1.107
H 2.504 -6.865 -3.215
H 0.868 -6.498 -5.389
H 0.578 -4.080 -6.521
H 0.949 -1.088 -5.041
H 2.691 -0.908 -5.610
H 1.364 -1.714 -6.714
H 3.487 -2.288 -3.345
H 0.499 -3.345 -0.690
H 1.527 -4.940 -0.967
H 0.661 -5.555 1.082
H 0.128 -3.864 1.596
H 2.711 -3.432 2.393
H 3.141 -5.143 1.821
H 0.615 -4.430 4.265
C -8.231 6.312 4.348
F -7.932 5.537 5.411
F -9.437 6.869 4.605
F -7.342 7.333 4.356
S -8.213 5.389 2.773
O -9.233 4.369 2.944
O -6.856 4.885 2.665
N -8.588 6.603 1.821
S -8.663 6.180 0.293
O -9.771 5.319 -0.082
O -7.399 5.862 -0.350
C -9.114 7.816 -0.380
F -8.182 8.758 -0.107
F -10.274 8.282 0.136
F -9.268 7.806 -1.720
*
```

Mulliken atomic charge list, values in e, 2 entries: atom 1 (C): -1.05, atom 2 (C): -0.37

***

5.
A molecular structure, C35H37N4OPSTi, computed with wB97M-V/def2-TZVPD.

The value obtained for the HOMO-LUMO gap (spin up / spin down) is 3.02 / 7.02 eV. The expectation value of S² is 2.02. The highest occupied orbital energy (spin up / spin down) is 1.12 / -2.88 eV.

The geometry in ORCA input format:
```
! RIJCOSX wB97M-V def2-TZVPD def2/J DEFGRID3
* xyz -2 3
Ti 0.070 -0.353 0.858
C -1.368 -2.126 4.206
C -0.963 -0.673 3.930
C 0.007 -0.192 5.017
C -2.211 0.221 3.922
O -0.344 -0.602 2.701
H -1.824 -2.240 5.195
H -0.490 -2.770 4.138
H -2.080 -2.455 3.447
H -0.455 -0.222 6.008
H 0.317 0.832 4.798
H 0.895 -0.826 5.018
H -2.752 0.177 4.873
H -2.875 -0.101 3.117
H -1.916 1.253 3.723
N 1.484 0.393 -0.215
P 2.377 0.091 -1.458
C 1.316 -0.096 -2.949
C 0.464 -1.200 -3.006
C -0.493 -1.300 -4.003
C -0.615 -0.297 -4.957
C 0.226 0.807 -4.905
C 1.187 0.907 -3.904
C 3.208 -1.542 -1.396
C 3.468 -2.118 -0.155
C 4.142 -3.326 -0.063
C 4.581 -3.969 -1.213
C 4.340 -3.396 -2.455
C 3.657 -2.192 -2.545
C 3.592 1.296 -1.843
C 3.997 2.220 -0.830
C 4.990 3.138 -1.052
C 5.672 3.195 -2.302
C 5.356 2.219 -3.268
C 4.372 1.283 -3.057
H 0.534 -1.965 -2.238
H -1.166 -2.149 -4.019
H -1.373 -0.368 -5.728
H 0.131 1.596 -5.643
H 1.840 1.770 -3.851
H 3.100 -1.621 0.734
H 4.294 -3.785 0.906
H 5.088 -4.924 -1.142
H 4.671 -3.898 -3.358
H 3.450 -1.764 -3.519
H 3.491 2.175 0.129
H 5.257 3.829 -0.257
H 6.462 3.915 -2.476
H 5.904 2.197 -4.206
H 4.170 0.543 -3.825
C -0.967 5.300 0.189
C 0.062 4.219 -0.155
C -0.025 3.832 -1.638
C 1.484 4.687 0.175
C -0.225 3.011 0.631
N -0.428 2.003 1.137
H -0.757 6.194 -0.401
H -0.918 5.563 1.247
H -1.979 4.962 -0.038
H 0.201 4.708 -2.249
H -1.022 3.470 -1.889
H 0.699 3.047 -1.864
H 1.716 5.572 -0.421
H 2.213 3.912 -0.059
H 1.576 4.943 1.232
S 0.752 -5.181 1.251
C 0.533 -3.606 0.873
N 0.376 -2.481 0.602
N -6.637 -0.356 -2.757
C -5.601 -0.372 -2.250
C -4.319 -0.391 -1.618
C -3.295 0.451 -2.065
C -2.067 0.441 -1.426
C -1.778 -0.393 -0.331
C -2.823 -1.250 0.061
C -4.068 -1.254 -0.547
H -3.476 1.096 -2.918
H -1.284 1.089 -1.810
H -2.647 -1.956 0.868
H -4.855 -1.918 -0.206
*
```

Mulliken atomic charge list, values in e, 2 entries: atom 1 (Ti): -0.32, atom 2 (C): -1.55

***

6.
CH3O3PS2 in the gas phase, computed with wB97M-V/def2-TZVPD.

The value obtained for the HOMO-LUMO gap is 7.48 eV. The highest occupied orbital energy is -7.93 eV.

The geometry in ORCA input format:
```
! RIJCOSX wB97M-V def2-TZVPD def2/J DEFGRID3
* xyz 0 1
C -0.089 -0.174 -0.036
O 2.655 0.859 -1.371
O 2.120 -0.233 -3.437
O 1.624 -1.910 -1.544
P 2.764 -1.069 -2.093
S 2.692 1.352 -2.891
S -0.048 -1.477 -1.324
H -1.066 0.293 -0.383
H 0.716 0.412 -0.161
H -0.054 -0.717 0.910
*
```

Mulliken atomic charge list, values in e, 2 entries: atom 1 (C): -0.62, atom 2 (O): -0.46

***

The evaluated E_tot for the records listed, in turn: -85151.5509, -8930.6567, -156306.7317, -120532.0614, -88145.5987, -38185.0093 eV.
The evaluated relative energy (zero: lowest compared OMol25 entry of this formula, charge and spin) for the records listed, in turn: 2932.5, 323.6, 9.2, 0.0, 0.0, 84.5 kJ/mol.
The evaluated F_max for the records listed, in turn: 8.51, 5.83, 0.37, 5.30, 0.58, 4.71 eV Å⁻¹.